Entry from OMol25: 4 unconnected molecules or ions with the total composition C31H47ClF24NO7P2 at a distorted geometry (ωB97M-V/def2-TZVPD).

The value obtained for the highest occupied orbital energy is -11.84 eV. The electronic energy comes out at -145035.5699 eV. Its LUMO energy is -3.64 eV.

Geometry as ORCA input:
```
! wB97M-V def2-TZVPD RIJCOSX def2/J DEFGRID3
* xyz 1 1
C -2.22 2.61 7.88
C -1.75 1.38 6.85
O -1.06 1.92 5.66
C -0.28 0.84 4.97
C -1.23 -0.43 4.56
P -0.63 -1.43 3.04
C 0.33 -3.04 3.61
C 1.00 -2.89 5.09
C 2.57 -3.47 5.13
C 3.60 -2.49 4.30
O 3.55 -2.69 2.84
C 4.68 -1.98 2.19
C -2.20 -2.08 2.15
C -2.72 -1.15 0.91
C -4.34 -0.77 1.12
C -4.52 0.80 0.58
N -4.42 1.83 1.67
C -5.69 2.62 1.88
C -3.29 2.81 1.49
C -2.76 3.48 0.09
O -2.66 3.22 2.62
P 0.74 -0.31 1.77
O 2.22 0.04 2.69
Cl 0.00 1.63 1.27
H -1.40 2.85 8.70
H -2.52 3.55 7.24
H -3.24 2.22 8.37
H -2.74 0.79 6.56
H -1.01 0.68 7.43
H 0.58 0.45 5.69
H 0.27 1.37 4.08
H -2.32 -0.04 4.29
H -1.33 -1.22 5.44
H 1.06 -3.45 2.77
H -0.52 -3.87 3.71
H 0.41 -3.60 5.85
H 1.00 -1.81 5.54
H 2.91 -3.48 6.27
H 2.65 -4.58 4.74
H 3.44 -1.38 4.65
H 4.70 -2.79 4.63
H 5.55 -2.75 2.00
H 4.29 -1.65 1.12
H 5.01 -1.00 2.74
H -3.04 -2.15 2.97
H -2.02 -3.19 1.76
H -2.61 -1.78 -0.09
H -2.18 -0.13 0.78
H -4.70 -0.92 2.22
H -4.92 -1.50 0.38
H -5.63 0.85 0.17
H -3.79 0.92 -0.32
H -6.42 2.08 2.64
H -6.19 2.87 0.85
H -5.39 3.64 2.39
H -3.56 4.17 -0.40
H -1.75 4.07 0.33
H -2.42 2.60 -0.64
H 2.03 -0.01 3.68
C 8.45 -5.87 3.21
C 8.00 -4.80 2.20
C 6.94 -5.26 1.20
F 7.38 -6.28 0.43
F 6.61 -4.25 0.35
F 9.09 -4.30 1.57
F 7.48 -3.76 2.92
O 9.66 -6.56 2.90
C 9.51 -7.68 2.02
C 10.25 -7.49 0.69
F 9.80 -6.40 0.02
F 10.05 -8.56 -0.13
F 8.19 -7.95 1.86
F 10.03 -8.75 2.69
H 8.68 -5.34 4.14
H 7.64 -6.55 3.48
H 6.03 -5.58 1.71
H 11.32 -7.38 0.85
C 0.30 3.78 -3.02
C 1.36 4.69 -3.67
C 1.16 6.18 -3.42
F -0.01 6.63 -3.94
F 2.14 6.90 -4.03
F 1.44 4.41 -4.99
F 2.57 4.33 -3.14
O -0.76 3.34 -3.88
C -1.85 4.25 -4.01
C -2.02 4.77 -5.45
F -0.91 5.42 -5.88
F -3.04 5.67 -5.53
F -1.71 5.25 -3.10
F -2.96 3.56 -3.64
H 0.82 2.85 -2.74
H -0.07 4.18 -2.07
H 1.19 6.42 -2.36
H -2.23 3.95 -6.14
C -4.55 0.61 -8.95
C -3.70 1.48 -8.03
C -4.36 1.85 -6.70
F -5.50 2.56 -6.87
F -3.53 2.62 -5.95
F -3.30 2.59 -8.70
F -2.55 0.79 -7.75
O -5.27 1.29 -9.98
C -6.53 1.83 -9.60
C -6.58 3.36 -9.69
F -5.64 3.94 -8.91
F -7.79 3.84 -9.27
F -6.86 1.36 -8.36
F -7.44 1.28 -10.45
H -3.85 -0.04 -9.50
H -5.19 -0.09 -8.40
H -4.59 0.95 -6.12
H -6.42 3.69 -10.72
*
```